Record 1
The following is a DFT calculation (ωB97M-V/def2-TZVPD) of a 9-piece molecular cluster, C36H45F27O18 overall in a non-equilibrium geometry.

CARTESIAN COORDINATES (ANGSTROEM)
C (47.3070, 70.2920, 40.2420)
C (45.9750, 69.6070, 40.1680)
O (46.0330, 68.1500, 40.3880)
C (45.4010, 67.5530, 41.4410)
O (44.8310, 68.2030, 42.3380)
C (45.7840, 66.1510, 41.6010)
F (45.2370, 65.5110, 40.5110)
F (47.2000, 65.8860, 41.4230)
F (45.3990, 65.5430, 42.8180)
H (47.8460, 69.7950, 41.1630)
H (47.4770, 71.2920, 40.5770)
H (47.9510, 70.0370, 39.5010)
H (45.3520, 69.5490, 39.3050)
H (45.1580, 70.1240, 40.6500)
C (44.9040, 69.2110, 47.9150)
C (44.5580, 70.6370, 47.6150)
O (45.3460, 71.1460, 46.5070)
C (44.8620, 72.2940, 45.8760)
O (43.9200, 72.9330, 46.0800)
C (45.7670, 72.5380, 44.6760)
F (45.2660, 73.5890, 43.9930)
F (47.0470, 72.8190, 45.0430)
F (45.7940, 71.4850, 43.7700)
H (45.9630, 69.2160, 48.2160)
H (44.8700, 68.5720, 47.0840)
H (44.3690, 69.0800, 48.6960)
H (44.7250, 71.3130, 48.5780)
H (43.6250, 70.8150, 47.1870)
C (44.7650, 61.8340, 47.7100)
C (44.7020, 63.0660, 48.5480)
O (43.7380, 63.9410, 47.8200)
C (43.4780, 65.1350, 48.2750)
O (43.7770, 65.5690, 49.4460)
C (42.4780, 65.8550, 47.4330)
F (42.0480, 65.3310, 46.2730)
F (41.3570, 66.0630, 48.2300)
F (43.1060, 67.0620, 47.0660)
H (45.3390, 60.9870, 48.1630)
H (45.2240, 62.1090, 46.9260)
H (43.6290, 61.5390, 47.3990)
H (45.6170, 63.4460, 48.7900)
H (44.4000, 62.8880, 49.4960)
C (46.4000, 62.4430, 43.3920)
C (46.6720, 60.9640, 43.1780)
O (46.6260, 60.5970, 41.9020)
C (46.8920, 59.2280, 41.5580)
O (47.3390, 58.3990, 42.3350)
C (46.8170, 58.9020, 40.0710)
F (46.9220, 59.9930, 39.2560)
F (47.7720, 57.9470, 39.8140)
F (45.5820, 58.3230, 39.9120)
H (47.2070, 63.1320, 43.2700)
H (46.1480, 62.6940, 44.5260)
H (45.6860, 62.7400, 42.8440)
H (45.7600, 60.6310, 43.5690)
H (47.3920, 60.6310, 43.7030)
C (47.7330, 69.2160, 44.5020)
C (48.4110, 67.9280, 44.7580)
O (47.5350, 67.0750, 45.3450)
C (47.8960, 65.8240, 45.8360)
O (49.0190, 65.4510, 45.6230)
C (46.8570, 65.0720, 46.5380)
F (46.2460, 65.6660, 47.6840)
F (45.9280, 64.9280, 45.5680)
F (47.2770, 63.8360, 46.7890)
H (48.2260, 70.0370, 44.0200)
H (47.5620, 69.4290, 45.6530)
H (46.6920, 69.1720, 44.3100)
H (49.3580, 67.8790, 45.5390)
H (48.8220, 67.4730, 43.8460)
C (45.5170, 68.1620, 52.3360)
C (46.1420, 67.2850, 51.3480)
O (47.1630, 67.9610, 50.7310)
C (48.0780, 67.3140, 49.9660)
O (48.2940, 66.1580, 50.0930)
C (49.0250, 68.3480, 49.1860)
F (48.4770, 69.5610, 49.1540)
F (50.3110, 68.4690, 49.6590)
F (49.1540, 67.8910, 47.9460)
H (44.8500, 68.8340, 51.8100)
H (46.1940, 68.6250, 53.0430)
H (44.9130, 67.4490, 52.8720)
H (45.3930, 66.9940, 50.4770)
H (46.5940, 66.3260, 51.8290)
C (50.4920, 61.8490, 44.8310)
C (50.0890, 61.8010, 46.2650)
O (49.0860, 60.8400, 46.3820)
C (49.3340, 59.5410, 46.4870)
O (50.4000, 59.0820, 46.6120)
C (47.9980, 58.7680, 46.4220)
F (46.9920, 59.5350, 46.0390)
F (48.0310, 57.6230, 45.6140)
F (47.7290, 58.4130, 47.7190)
H (50.7240, 60.9140, 44.4210)
H (51.3560, 62.4360, 44.7550)
H (49.6550, 62.3040, 44.1980)
H (49.7230, 62.6630, 46.5090)
H (50.9880, 61.8700, 46.8820)
C (52.5640, 66.8160, 46.2550)
C (52.6010, 66.7570, 47.9120)
O (52.5920, 65.4590, 48.3300)
C (52.4350, 65.2540, 49.6450)
O (52.4010, 66.1670, 50.5030)
C (52.3510, 63.7670, 50.0360)
F (53.2560, 63.0260, 49.4750)
F (52.4720, 63.7200, 51.4030)
F (51.1360, 63.2920, 49.5810)
H (53.4430, 66.3550, 45.8530)
H (52.1760, 67.9270, 45.9070)
H (51.7160, 66.1610, 46.0530)
H (51.8580, 67.3860, 48.0920)
H (53.5450, 67.2090, 48.2930)
C (51.9900, 69.0850, 38.6780)
C (51.6860, 69.0470, 40.2590)
O (51.3480, 67.7280, 40.6820)
C (51.3750, 67.5290, 42.0080)
O (51.6320, 68.3630, 42.9330)
C (51.1990, 65.9990, 42.4410)
F (51.8070, 65.2150, 41.4110)
F (51.7990, 65.6170, 43.5370)
F (49.9750, 65.7940, 42.4700)
H (52.3000, 70.1970, 38.5750)
H (51.3220, 68.8190, 38.0100)
H (52.8420, 68.5550, 38.3750)
H (50.9210, 69.8410, 40.3060)
H (52.5660, 69.3910, 40.8640)

Results
Largest force on an atom in eV/A: 7.935
HOMO-LUMO gap in eV: 10.75
HOMO in eV: -10.887

---

Record 2
The following is a DFT calculation (ωB97M-V/def2-TZVPD) of a 9-piece molecular cluster, C36H45N9 overall in a non-equilibrium geometry.

CARTESIAN COORDINATES (ANGSTROEM)
C (-0.0186, 4.4892, -3.0760)
C (0.7455, 4.8517, -4.2208)
C (0.8806, 3.7379, -4.9995)
N (0.2657, 2.6958, -4.3392)
C (-0.2164, 3.1329, -3.1446)
H (-0.3514, 5.1045, -2.2573)
H (1.1222, 5.8368, -4.4425)
H (1.4917, 3.5264, -5.8603)
H (0.0942, 1.8006, -4.7615)
H (-0.7115, 2.4966, -2.4322)
C (5.2814, -1.5945, -1.3849)
C (5.2437, -0.7017, -2.4980)
C (4.0193, -0.0947, -2.4948)
N (3.3037, -0.5835, -1.4330)
C (4.0636, -1.5085, -0.7716)
H (6.0843, -2.2715, -1.1461)
H (6.0670, -0.5709, -3.1793)
H (3.6597, 0.7260, -3.0933)
H (2.3826, -0.2879, -1.1444)
H (3.6314, -2.0758, 0.0378)
C (4.0808, 0.7774, 2.1266)
C (3.5963, 1.7319, 3.0635)
C (3.5993, 2.9587, 2.4481)
N (4.1350, 2.7851, 1.1914)
C (4.3736, 1.4586, 0.9789)
H (4.2238, -0.2740, 2.3102)
H (3.3226, 1.5287, 4.0857)
H (3.3715, 3.9431, 2.8197)
H (4.1658, 3.4867, 0.4716)
H (4.7532, 1.1109, 0.0318)
C (0.4308, -5.5170, -1.5287)
C (-0.4400, -4.4541, -1.8637)
C (0.3436, -3.3535, -2.0909)
N (1.6385, -3.6976, -1.8111)
C (1.7189, -5.0397, -1.5405)
H (0.1805, -6.5303, -1.2577)
H (-1.5133, -4.4863, -1.7778)
H (0.0873, -2.3275, -2.2935)
H (2.4059, -3.0479, -1.8554)
H (2.6842, -5.4723, -1.3424)
C (-2.0647, 5.0602, 1.2741)
C (-0.7102, 4.8516, 0.9276)
C (-0.1110, 4.1230, 1.9215)
N (-1.0654, 3.9116, 2.8789)
C (-2.2350, 4.5229, 2.5260)
H (-2.7899, 5.6146, 0.7043)
H (-0.2636, 5.2107, 0.0135)
H (0.8647, 3.6688, 1.9194)
H (-0.8976, 3.4757, 3.7690)
H (-3.1050, 4.4565, 3.1564)
C (-5.1373, -2.4971, 1.7459)
C (-4.5793, -2.3752, 0.4399)
C (-3.4408, -3.1248, 0.4091)
N (-3.2622, -3.6726, 1.6498)
C (-4.3072, -3.3137, 2.4576)
H (-6.0955, -2.1269, 2.0694)
H (-4.9522, -1.7574, -0.3610)
H (-2.6570, -3.2843, -0.3133)
H (-2.4867, -4.2367, 1.9622)
H (-4.3929, -3.7413, 3.4432)
C (0.0440, -4.0865, 1.8266)
C (-0.5248, -5.3877, 1.9290)
C (-0.8366, -5.6015, 3.2477)
N (-0.5232, -4.4644, 3.9421)
C (0.0675, -3.5632, 3.0914)
H (0.4116, -3.5788, 0.9487)
H (-0.6092, -6.1073, 1.1320)
H (-1.3611, -6.4245, 3.7022)
H (-0.5192, -4.3343, 4.9381)
H (0.3486, -2.5770, 3.4212)
C (-4.7094, 2.7895, -1.7650)
C (-4.9719, 1.5745, -1.0879)
C (-3.9794, 1.3930, -0.1586)
N (-3.1551, 2.4799, -0.2449)
C (-3.6176, 3.3735, -1.1686)
H (-5.3216, 3.2332, -2.5332)
H (-5.8018, 0.9103, -1.2678)
H (-3.7824, 0.6043, 0.5478)
H (-2.4321, 2.6652, 0.4313)
H (-3.0747, 4.2824, -1.3584)
C (-0.5656, 0.6290, -0.4489)
C (-0.2355, -0.6264, 0.1265)
C (0.9258, -0.4853, 0.8377)
N (1.2928, 0.8289, 0.7334)
C (0.4215, 1.5114, -0.0678)
H (-1.3505, 0.7795, -1.1701)
H (-0.8545, -1.4947, -0.0360)
H (1.5533, -1.2010, 1.3424)
H (2.0672, 1.2586, 1.2143)
H (0.5855, 2.5630, -0.2229)

Results
Largest force on an atom in eV/A: 1.020
HOMO-LUMO gap in eV: 8.28
HOMO in eV: -7.839

---

ΔE to the lowest compared entry with this formula, charge and spin, respectively: 13.700 0.377 eV.